Formula: C29H32BaN9O6Se
Source: the Open Molecules 2025 dataset
Level of theory: the ωB97M-V functional and the def2-TZVPD basis

Geometry (Å):
Ba1 12.2598 11.8305 14.9294
O1 16.1094 14.0563 13.3453
C1 15.1291 13.3235 13.9680
O2 13.9093 13.3466 13.5679
C2 15.6731 12.5362 14.9865
C3 17.0685 12.4536 15.3329
C4 17.4671 11.6851 16.3773
C5 16.4742 11.0357 17.1641
C6 15.1835 11.0214 16.7230
N1 14.7700 11.7725 15.6898
C7 14.0670 10.3179 17.5420
O3 14.3357 10.2117 18.7404
O4 13.0089 10.0497 16.8560
H1 15.7873 14.4901 12.5574
H2 17.7921 12.9728 14.7021
H3 18.5049 11.5716 16.6834
H4 16.7173 10.4932 18.0492
N2 13.6630 10.3781 7.0735
C8 13.1434 11.4565 7.7398
O5 12.9104 12.4798 7.1487
C9 12.8583 11.3375 9.2394
C10 12.9479 10.1584 9.9645
C11 12.7304 10.1639 11.3195
N3 12.2996 11.2414 11.9841
C12 12.1241 12.3597 11.2521
C13 12.4171 12.4245 9.8918
H5 13.8244 10.6072 6.1123
H6 14.0717 9.5510 7.4812
H7 13.3001 9.2291 9.5102
H8 12.9083 9.2421 11.8720
H9 11.8381 13.2848 11.7389
H10 12.2484 13.3713 9.3638
Se1 12.6287 6.7150 15.3766
N4 13.3878 8.1537 14.5896
C14 14.6916 7.8620 14.4563
C15 15.6321 8.8017 13.9720
C16 16.9260 8.4067 13.9182
C17 17.3039 7.0490 14.2354
C18 16.4212 6.1219 14.7032
C19 15.0775 6.5299 14.8272
N5 14.1271 5.7635 15.3863
H11 15.2738 9.8092 13.7957
H12 17.6392 9.1328 13.5864
H13 18.3378 6.7527 14.0395
H14 16.7248 5.1228 14.9403
O6 9.1939 9.6629 14.5496
N6 8.3241 8.8530 15.0189
C20 7.4338 8.3166 14.1810
C21 6.5278 7.3616 14.6313
C22 6.4761 7.0345 15.9612
C23 7.3817 7.6247 16.8116
C24 8.3086 8.5348 16.3238
H15 7.5903 8.6603 13.1573
H16 5.8724 6.9430 13.8963
H17 5.7748 6.2807 16.3204
H18 7.4027 7.4639 17.8742
H19 9.0883 9.0203 16.9199
C25 8.2014 13.4348 18.5176
N7 9.1902 13.9912 17.5933
C26 10.5477 13.6247 17.8959
C27 8.8107 14.2081 16.2844
N8 9.5762 13.8175 15.3099
N9 7.6250 14.9140 16.1990
C28 7.2764 15.9914 17.1500
C29 6.8383 15.0427 14.9947
H20 8.1979 13.9138 19.4602
H21 8.4368 12.3685 18.6604
H22 7.1842 13.5240 18.1389
H23 10.7550 13.8504 18.9386
H24 11.2487 14.2037 17.2817
H25 10.7638 12.5825 17.7324
H26 9.2496 14.1793 14.4194
H27 8.1146 16.1979 17.7897
H28 6.4675 15.7292 17.8223
H29 7.0220 16.9027 16.5701
H30 6.8995 14.1414 14.3878
H31 7.1620 15.8366 14.3669
H32 5.8294 15.2153 15.2433

**HOMO energy (spin up / spin down)**: -4.8 / -7.6 eV
**HOMO-LUMO gap (spin up / spin down)**: 4.50 / 7.35 eV
**Total charge**: 0
**DFT total energy**: -122327.816 eV
**Multiplicity**: 2
**M**: 818.92 g/mol

---

Formula: C29H32MoSbSe2SiTe2
Source: the Open Molecules 2025 dataset
Level of theory: the ωB97M-V functional and the def2-TZVPD basis

Geometry (Å):
Mo1 1.0493 0.1770 -0.1416
Se1 2.2905 -1.3753 -1.3608
Te1 3.6901 -3.0566 -0.0396
Te2 3.6627 -1.9864 2.3237
Se2 2.1846 0.0634 1.8907
C1 -4.2342 -1.2319 0.5947
C2 -3.5419 -1.1453 1.9240
C3 -4.2913 -0.9885 3.0868
C4 -3.6852 -0.8511 4.3262
C5 -2.3023 -0.8583 4.4441
C6 -1.5288 -1.0098 3.3058
C7 -2.1486 -1.1563 2.0642
Sb1 -0.9227 -1.3972 0.4028
C8 -1.1094 0.7338 -0.4267
C9 -1.2304 1.5631 0.7209
C10 -1.8620 2.7905 0.6313
C11 -2.4231 3.1834 -0.5800
C12 -2.3446 2.3597 -1.6927
C13 -1.6967 1.1251 -1.6500
C14 -1.6476 0.2990 -2.8997
C15 -1.2754 -3.0982 -0.7471
C16 -0.9803 -3.1061 -2.1118
C17 -1.1862 -4.2513 -2.8592
C18 -1.6673 -5.3921 -2.2322
C19 -1.9198 -5.3896 -0.8700
C20 -1.7328 -4.2521 -0.0883
C21 -2.0211 -4.3252 1.3848
H1 -5.2169 -1.6894 0.6950
H2 -3.6877 -1.8329 -0.1384
H3 -4.3816 -0.2345 0.1719
H4 -5.3718 -0.9753 3.0199
H5 -4.2996 -0.7381 5.2094
H6 -1.8329 -0.7556 5.4125
H7 -0.4466 -1.0248 3.3942
H8 -0.8945 1.2235 1.6976
H9 -1.9707 3.4092 1.5125
H10 -2.9479 4.1274 -0.6491
H11 -2.8042 2.6822 -2.6187
H12 -1.9571 0.8884 -3.7599
H13 -2.3222 -0.5568 -2.8332
H14 -0.6433 -0.0791 -3.1043
H15 -0.5772 -2.2318 -2.5973
H16 -0.9695 -4.2553 -3.9183
H17 -1.8328 -6.2951 -2.8042
H18 -2.2691 -6.2958 -0.3920
H19 -2.0976 -5.3649 1.6959
H20 -2.9608 -3.8353 1.6460
H21 -1.2323 -3.8783 1.9978
C22 1.6246 2.3300 -1.6723
Si1 2.7615 2.8965 -0.2965
C23 2.0410 3.8106 1.1260
C24 4.5228 2.8692 -0.6125
C25 5.0972 2.0453 -1.6040
C26 6.4469 2.1159 -1.8681
C27 7.2389 3.0222 -1.1631
C28 6.6949 3.8482 -0.1866
C29 5.3472 3.7649 0.1020
H22 0.6829 2.8818 -1.6535
H23 1.3914 1.2481 -1.8709
H24 2.1617 2.5233 -2.6079
H25 1.7808 4.8273 0.8117
H26 2.7527 3.8781 1.9480
H27 1.1188 3.3430 1.4758
H28 4.4799 1.3551 -2.1700
H29 6.8928 1.4863 -2.6251
H30 8.2966 3.0859 -1.3835
H31 7.3247 4.5499 0.3421
H32 4.9338 4.4065 0.8705

**HOMO energy (spin up / spin down)**: -15.9 / -15.9 eV
**HOMO-LUMO gap (spin up / spin down)**: 5.22 / 5.22 eV
**Total charge**: +3
**DFT total energy**: -192115.033 eV
**M**: 1039.48 g/mol

---

Formula: C29H32NO4STm
Source: the Open Molecules 2025 dataset
Level of theory: the ωB97M-V functional and the def2-TZVPD basis

Geometry (Å):
C1 2.7749 -0.1459 0.9057
C2 2.7002 -0.9379 -0.2536
C3 2.2534 -0.1257 -1.3304
H1 2.9894 -1.9856 -0.3146
C4 2.0795 1.2073 -0.8483
C5 2.4013 1.2101 0.5620
H2 1.7158 2.0701 -1.4000
C6 -1.1313 -2.4826 1.4251
C7 0.0638 -3.0141 0.8436
C8 -0.0379 -2.9243 -0.5764
H3 0.9294 -3.4109 1.3895
C9 -1.3597 -2.4279 -0.8855
C10 -2.0187 -2.1076 0.3681
H4 2.0792 -0.5279 -2.3296
H5 2.4898 2.0866 1.1928
H6 3.3054 -0.4771 1.7922
H7 -3.0496 -1.7265 0.4713
H8 0.7883 -3.1602 -1.2732
H9 -1.3716 -2.4855 2.4930
Tm1 0.2808 0.2988 0.3824
C11 -1.6896 -1.6777 -2.1907
C12 -3.1744 -1.3687 -2.3058
C13 -1.1191 -2.4091 -3.3724
H10 -3.6766 -2.3424 -2.2587
H11 -3.3853 -0.8996 -3.2770
H12 -3.5430 -0.7291 -1.4866
H13 -1.6077 -3.3902 -3.3438
H14 -0.0244 -2.5161 -3.3088
H15 -1.3761 -1.8738 -4.2932
C14 -0.9273 -0.3815 -1.9426
C15 -1.0863 1.0861 -2.2694
H16 0.1519 -0.5534 -2.2122
H17 -1.2843 -0.2933 -0.8562
O1 -0.4880 1.6686 -1.2495
N1 -1.4964 1.5365 -3.4771
C16 -0.5573 2.4074 -4.2581
H18 -2.4602 1.8402 -3.4939
C17 0.6978 1.6635 -4.5344
C18 1.9266 2.3244 -4.4227
H19 1.9314 3.3579 -4.0528
C19 3.1094 1.6906 -4.8089
H20 4.0663 2.1955 -4.6691
C20 3.0890 0.3854 -5.3220
H21 4.0223 -0.1317 -5.5690
C21 1.8621 -0.2805 -5.4128
H22 1.8259 -1.3282 -5.7412
C22 0.6656 0.3676 -5.0339
H23 -0.2999 -0.1133 -5.2105
H24 -0.2713 3.3322 -3.7092
H25 -1.0606 2.6923 -5.1977
C23 -1.5941 0.7860 8.7496
C24 -1.2206 0.8101 7.2804
C25 -0.9499 -0.3973 6.6167
C26 -0.4899 -0.4054 5.2913
C27 -0.2626 0.8187 4.6542
C28 -0.6598 2.0339 5.2511
C29 -1.1164 2.0248 6.5658
S1 0.6629 0.8768 3.1386
O2 1.7367 1.7701 3.3607
O3 1.0060 -0.4919 2.5971
O4 -0.3346 1.4280 2.0896
H26 -2.4837 0.1690 8.9177
H27 -0.7872 0.3378 9.3511
H28 -1.8543 1.7695 9.1585
H29 -1.0569 -1.3417 7.1618
H30 -0.3204 -1.3345 4.7431
H31 -0.6176 2.9741 4.6934
H32 -1.3605 2.9790 7.0459

**HOMO energy (spin up / spin down)**: -6.7 / -6.7 eV
**HOMO-LUMO gap (spin up / spin down)**: 6.06 / 6.07 eV
**Total charge**: 0
**DFT total energy**: -80635.463 eV
**Multiplicity**: 3
**M**: 659.58 g/mol